Entry 1:
C38H71MgO13 as an isolated structure, computed with the ωB97M-V functional and the def2-TZVPD basis.

The HOMO energy (spin up / spin down) comes out at -13.21 / -13.21 eV. The HOMO-LUMO gap (spin up / spin down) is 7.1 / 2.7 eV. As for the maximum force: 0.1155 hartree/bohr.

```
! wB97M-V def2-TZVPD RIJCOSX def2/J DEFGRID3
* xyz 2 2
Mg -0.2153 24.7341 -10.8874
C 2.9282 22.4619 -9.3637
C 1.4299 22.0628 -9.6730
O 0.6897 23.0657 -10.2425
H 3.3790 21.5425 -8.9902
H 3.0712 23.2466 -8.6208
H 3.4477 22.9132 -10.2090
H 0.9773 21.6442 -8.7742
H 1.3551 21.1650 -10.2864
C 5.6560 19.7863 -6.5140
C 5.6732 19.9983 -4.9922
C 6.8754 19.1350 -4.5218
O 7.2185 18.2445 -5.5785
C 6.2228 18.3992 -6.6473
H 6.2577 20.5304 -7.0359
H 4.6649 19.9266 -6.9453
H 4.7209 19.7627 -4.5170
H 5.8946 21.0377 -4.7497
H 6.4494 18.6090 -3.6673
H 7.7362 19.7651 -4.2981
H 5.4249 17.6643 -6.5413
H 6.7646 18.2688 -7.5841
C 0.0742 22.7255 -5.8885
C 0.6798 22.7108 -4.5232
C 0.8167 24.1644 -4.1387
O 0.2224 24.8522 -5.2635
C 0.3766 24.1189 -6.4474
H -1.0103 22.6165 -5.8809
H 0.4707 21.9563 -6.5512
H 1.7066 22.3454 -4.5406
H 0.1352 22.1195 -3.7871
H 1.8634 24.4659 -4.1004
H 0.3136 24.3995 -3.2007
H 1.3557 24.2435 -6.9100
H -0.3363 24.4037 -7.2212
C 3.3121 18.1696 -9.3031
C 3.0797 17.8969 -10.7978
C 2.0282 16.8068 -10.6824
O 2.5760 15.9910 -9.6277
C 3.3316 16.7895 -8.6675
H 2.4998 18.7879 -8.9212
H 4.2308 18.7348 -9.1457
H 4.0353 17.5365 -11.1783
H 2.7103 18.7379 -11.3846
H 1.9675 16.2969 -11.6438
H 1.0273 17.1955 -10.4951
H 4.3467 16.4316 -8.4955
H 2.7472 16.8601 -7.7502
C 5.3278 20.3097 -11.6971
C 5.5056 21.1594 -12.8996
C 7.0008 20.9119 -13.2265
O 7.5692 20.5504 -11.9417
C 6.5894 20.5254 -10.8910
H 5.1510 19.2712 -11.9771
H 4.4190 20.4935 -11.1241
H 5.3052 22.2228 -12.7695
H 4.8968 20.7326 -13.6966
H 7.4927 21.8314 -13.5435
H 7.1084 20.1270 -13.9752
H 6.7282 21.4630 -10.3528
H 6.7563 19.6813 -10.2218
C -2.3790 18.0066 -9.6132
C -1.2575 18.9861 -9.3147
C -1.8565 20.3386 -9.0827
O -3.2577 20.0737 -9.2195
C -3.4864 18.9393 -10.0181
H -2.5785 17.4486 -8.6984
H -2.1061 17.2952 -10.3927
H -0.7586 19.1154 -10.2752
H -0.5290 18.6481 -8.5777
H -1.6351 21.0861 -9.8445
H -1.6458 20.6322 -8.0544
H -3.5012 19.2434 -11.0648
H -4.4672 18.4848 -9.8776
C 6.6015 25.1833 -6.7055
C 6.2311 23.9462 -7.4258
C 5.0550 23.3941 -6.5804
O 5.5574 23.6061 -5.2753
C 6.4569 24.7280 -5.2038
H 5.7935 25.8944 -6.8771
H 7.6161 25.5576 -6.8421
H 7.0112 23.1853 -7.4516
H 5.8749 24.1004 -8.4443
H 4.8403 22.3308 -6.6872
H 4.1010 23.8629 -6.8220
H 7.4639 24.5526 -4.8251
H 6.0422 25.5265 -4.5885
O -1.3011 23.7243 -12.3147
C -2.4129 23.1768 -12.5021
O -2.9041 22.2865 -11.6853
C -4.1904 21.8534 -12.1281
C -4.6891 22.9607 -13.1029
C -3.3734 23.3852 -13.6813
H -4.8618 21.8554 -11.2694
H -4.1012 20.8647 -12.5782
H -5.2499 23.7416 -12.5894
H -5.3763 22.6951 -13.9062
H -3.4365 24.4269 -13.9961
H -2.9625 22.8825 -14.5568
O 1.2635 25.0684 -12.2769
C 2.2302 24.6289 -12.8950
O 2.0410 23.9252 -14.0189
C 3.2478 23.7605 -14.7916
C 4.1064 24.8124 -14.1875
C 3.6390 24.9713 -12.7809
H 3.0601 23.8433 -15.8621
H 3.6742 22.7791 -14.5843
H 4.0527 25.7504 -14.7401
H 5.1411 24.5378 -14.3927
H 3.7497 25.9851 -12.3961
H 4.1791 24.3158 -12.0978
O 1.2408 21.0538 -16.0161
C 0.4737 20.8655 -15.0300
O -0.6052 20.1307 -15.2605
C -1.3517 20.0365 -14.0910
C -0.3936 20.3021 -12.9060
C 0.6233 21.2416 -13.5749
H -1.7705 19.0542 -13.8725
H -2.2418 20.6657 -14.0900
H 0.1187 19.3918 -12.5946
H -0.9350 20.7375 -12.0661
H 1.6211 21.0540 -13.1782
H 0.4581 22.3034 -13.3917
*
```

Entry 2:
A 4-piece molecular cluster, C38H75BrN4O4P4 overall, computed with the ωB97M-V functional and the def2-TZVPD basis.

The HOMO energy comes out at -7.91 eV. The HOMO-LUMO gap is 6.0 eV. As for the maximum force: 0.1625 hartree/bohr. Its SMILES is CCP(C)C1=C(C)C(=O)c2c([PH2]=N)c(CCCCO)c(P(O)Br)c(P(C)C)c2C1=O.CCN(CC)CC.CCN(CC)CC.CCN(CC)CC.

```
! wB97M-V def2-TZVPD RIJCOSX def2/J DEFGRID3
* xyz 0 1
C 4.1717 3.1905 0.9803
C 5.4325 2.5359 0.1363
P 5.2405 0.6421 -0.1695
C 5.5123 -0.1223 1.6019
C 3.4441 0.1609 -0.6068
C 2.5346 0.9525 -1.5295
C 3.0596 2.3082 -2.2875
C 0.9630 0.4399 -1.7846
O 0.3377 0.5400 -2.9625
C 0.2542 -0.2608 -0.4413
C -1.3526 -0.0692 -0.0639
P -2.5556 0.9760 -1.1323
N -2.5605 2.4798 -0.4811
C -1.8594 -0.8200 1.3388
C -3.4156 -0.6505 1.8259
C -4.3684 -1.9622 1.5830
C -5.6713 -1.8301 2.6124
C -6.2382 -0.2881 2.7383
O -6.5137 0.3284 1.4041
C -0.8620 -1.7191 2.3079
P -1.4520 -2.5685 3.9531
O -1.1124 -4.3004 3.9057
Br -0.3133 -1.6582 5.7524
C 0.7540 -1.9140 1.9230
P 1.8235 -2.9789 3.0930
C 2.4966 -4.5589 2.2581
C 3.1777 -1.9730 3.9883
C 1.2568 -1.1513 0.5584
C 2.8616 -1.2411 0.0953
O 3.6205 -2.3325 0.2224
H 3.6912 4.0007 0.2797
H 3.3561 2.3906 1.2740
H 4.5560 3.6622 1.9834
H 6.3987 2.7286 0.8105
H 5.5253 3.1079 -0.8859
H 4.4959 0.1100 2.1827
H 5.5956 -1.2965 1.5772
H 6.3618 0.4131 2.2027
H 4.2326 2.1653 -2.4561
H 2.9447 3.2827 -1.6496
H 2.5079 2.4398 -3.3239
H -3.9449 0.5123 -1.0541
H -2.1678 1.1161 -2.5132
H -3.5119 2.7405 -0.1398
H -3.3958 -0.4537 2.9995
H -3.9008 0.3208 1.3412
H -3.7611 -2.9026 1.9263
H -4.8254 -2.0463 0.5005
H -5.3539 -2.1588 3.7129
H -6.5974 -2.4870 2.2529
H -7.2801 -0.3441 3.3102
H -5.5419 0.3862 3.4068
H -6.0237 1.2232 1.3866
H -2.0245 -4.7165 3.9085
H 2.1007 -5.4872 2.8504
H 2.2396 -4.6456 1.1057
H 3.6817 -4.5544 2.3968
H 4.2302 -2.4016 3.6248
H 3.0749 -0.8066 3.7796
H 3.1578 -2.1848 5.1625
C 0.9238 -0.3601 -5.7441
C 1.0850 0.1543 -7.1713
N -0.1263 0.0445 -7.9892
C 0.1142 0.2931 -9.4155
C 0.5645 1.6912 -9.8229
C -1.3358 0.6689 -7.4465
C -1.2843 2.1638 -7.1492
H 0.5849 -1.4015 -5.7343
H 1.8865 -0.3162 -5.2238
H 0.2169 0.2434 -5.1682
H 1.8772 -0.4462 -7.6356
H 1.4545 1.1867 -7.1340
H -0.7867 0.0320 -9.9849
H 0.8753 -0.4206 -9.7574
H -0.2618 2.4056 -9.8010
H 0.9355 1.6719 -10.8532
H 1.3736 2.0719 -9.1948
H -1.6065 0.1465 -6.5211
H -2.1812 0.4724 -8.1177
H -0.3559 2.4653 -6.6573
H -2.1077 2.4322 -6.4797
H -1.4081 2.7587 -8.0561
C 10.6738 -3.8982 -1.9453
C 10.5724 -3.1008 -0.6486
N 9.5508 -2.0500 -0.6686
C 9.6437 -1.1309 0.4718
C 9.3875 -1.7017 1.8619
C 8.1911 -2.4719 -1.0155
C 7.5387 -3.5364 -0.1397
H 10.8608 -3.2408 -2.8010
H 11.5056 -4.6075 -1.8796
H 9.7683 -4.4788 -2.1415
H 11.5523 -2.6342 -0.4877
H 10.4166 -3.7992 0.1831
H 8.9679 -0.2822 0.3081
H 10.6492 -0.6901 0.4672
H 8.3231 -1.8722 2.0400
H 9.7219 -0.9858 2.6202
H 9.9263 -2.6357 2.0386
H 8.1981 -2.8384 -2.0490
H 7.5338 -1.5941 -1.0510
H 8.2197 -4.3541 0.1101
H 6.6870 -3.9746 -0.6697
H 7.1490 -3.1112 0.7872
C -7.7243 2.5932 5.0934
C -8.9201 2.6759 4.1495
N -10.1620 2.1303 4.7050
C -11.2246 1.9762 3.7045
C -11.7753 3.2422 3.0581
C -10.5965 2.6825 5.9908
C -10.8457 4.1853 6.0642
H -7.5438 1.5619 5.4146
H -6.8233 2.9473 4.5813
H -7.8586 3.2177 5.9809
H -8.6548 2.1015 3.2531
H -9.0448 3.7179 3.8295
H -12.0571 1.4135 4.1451
H -10.8426 1.3271 2.9057
H -12.4405 3.7855 3.7333
H -12.3705 2.9761 2.1780
H -10.9867 3.9200 2.7225
H -9.8456 2.4243 6.7471
H -11.5004 2.1590 6.3267
H -10.0725 4.7674 5.5564
H -10.8557 4.5037 7.1115
H -11.8169 4.4529 5.6436
*
```

Entry 3:
C38H76BrN10O as an isolated structure, computed with the ωB97M-V functional and the def2-TZVPD basis.

The HOMO energy comes out at -11.17 eV. The HOMO-LUMO gap is 0.7 eV. As for the maximum force: 0.1392 hartree/bohr.

```
! wB97M-V def2-TZVPD RIJCOSX def2/J DEFGRID3
* xyz 5 1
C -3.4053 14.1201 -4.7783
C -3.9470 13.6670 -3.4393
O -3.6518 12.9066 -2.5738
N -5.0489 14.6202 -2.9785
H -4.5722 14.9783 -2.1806
H -5.1584 15.4028 -3.5806
C -6.3899 14.0869 -2.5211
H -2.9231 15.0971 -4.7745
H -4.2938 14.0378 -5.4707
H -2.6916 13.3807 -5.1103
H -6.3434 13.6291 -1.5348
H -6.7104 13.3250 -3.1974
H -7.1395 14.8332 -2.3818
C -11.4017 -1.3533 -8.3409
C -10.6788 -0.3490 -8.8853
C -9.6872 -0.6335 -9.8331
C -9.1984 0.3353 -10.5534
N 2.4816 -10.7033 -9.8352
C 0.8118 -9.8061 -10.1954
C 0.4221 -8.9487 -9.0945
C 0.9295 -9.9117 -7.9177
C 1.8315 -11.1506 -8.5143
C 3.3732 -9.7353 -9.7559
C 2.4027 -11.6089 -10.8306
C -1.2653 -7.7293 2.4832
H -12.0320 -0.8124 -7.7426
H -9.8230 6.2255 6.2593
H -11.3147 -2.3368 -8.8412
H -10.9973 1.1407 -8.4406
H 3.3058 3.0863 -7.1224
H -9.5268 -1.7235 -9.6059
H 1.5429 -12.1741 -10.8509
H -9.4501 1.5402 -10.3969
H -8.4573 0.3164 -11.2083
H 0.3321 -10.8048 -10.1753
H 1.1263 -9.3454 -11.1223
H -0.6445 -8.6203 -9.1353
H 1.1158 -8.0333 -9.1761
H 0.2229 -10.5017 -7.2294
H 1.3666 -9.3040 -7.1708
H 1.3308 -12.0446 -8.8581
H 2.5262 -11.5742 -7.7770
H 4.3985 -9.9013 -10.3729
H 3.7510 -9.7596 -8.7065
H 2.3719 -11.2750 -11.9618
H 3.2675 -12.3186 -10.7377
H -2.1011 -8.4940 2.6387
H 5.2743 -16.5811 3.7669
H 2.5964 9.0912 10.7872
C -2.2008 -13.9321 7.3292
C -1.2635 -14.3226 8.5116
N 0.0447 -14.8687 8.2012
C 1.2348 -14.3430 8.6312
C 2.2883 -15.0966 8.2298
N 1.6460 -16.1099 7.5268
C 0.3572 -15.9692 7.5065
C 2.4130 -17.1259 6.8688
H -1.8934 -13.1096 6.6541
H -3.0991 -13.6991 7.9045
H -2.3371 -14.7850 6.6439
H -1.7338 -15.1461 9.0250
H -1.1609 -13.4507 9.2009
H 1.2532 -13.4562 9.2818
H 3.3088 -14.8502 8.2363
H -0.3713 -16.6274 7.0277
H 2.9316 -17.7689 7.5615
H 3.1188 -16.5942 6.2697
H 1.7445 -17.7349 6.2197
C 5.0084 4.5973 -9.1657
C 6.2326 5.1440 -8.4080
N 5.7563 6.0294 -7.3328
C 4.7918 7.0538 -7.3345
C 4.5888 7.4741 -6.0411
N 5.4263 6.6955 -5.3407
C 6.0917 5.8197 -6.0282
C 5.6267 6.7883 -3.9295
H 4.3886 5.3615 -9.6582
H 4.3697 4.0226 -8.4915
H 5.2817 3.9154 -9.9343
H 6.8930 5.7843 -8.9610
H 6.7968 4.3363 -7.9095
H 4.4565 7.3637 -8.3141
H 4.0217 8.3376 -5.6663
H 6.6370 4.9886 -5.6662
H 4.8573 7.3839 -3.4549
H 6.6343 7.1922 -3.6527
H 5.6388 5.8014 -3.4606
C 4.7722 9.4036 8.1460
C 5.8137 9.3164 7.0217
N 5.7954 10.5416 6.2414
C 5.8605 11.8992 6.6784
C 5.6703 12.7146 5.5833
N 5.5899 11.8879 4.4962
C 5.6173 10.6297 4.9100
C 5.4253 12.3616 3.1099
H 4.7899 8.4824 8.6803
H 3.7449 9.4130 7.7045
H 5.0375 10.2321 8.8504
H 5.6461 8.4360 6.4098
H 6.7527 9.3614 7.5428
H 5.9412 12.2078 7.6781
H 5.7836 13.7957 5.4988
H 5.5041 9.7721 4.2615
H 5.5321 13.4522 3.0341
H 4.4067 12.2304 2.6538
H 6.1943 11.8904 2.5309
C -6.8435 0.3954 8.8511
C -6.0868 0.7234 10.0909
N -4.6405 0.6307 9.7716
C -3.9225 -0.5297 9.8025
C -2.6283 -0.2073 9.4872
N -2.6071 1.1236 9.3133
C -3.8802 1.6356 9.5163
C -1.4012 1.8773 8.9944
H -6.3612 -0.4552 8.3112
H -6.8455 1.2876 8.2356
H -7.8750 0.1835 9.1590
H -6.3117 0.0113 10.8703
H -6.3893 1.6964 10.4246
H -4.3442 -1.4514 10.1548
H -1.8337 -0.8966 9.4721
H -4.2448 2.6495 9.4499
H -1.4382 2.8224 9.5026
H -1.1735 1.9481 7.9520
H -0.6158 1.2613 9.4092
Br -2.1413 -6.1193 1.0932
*
```

Total energy (computed, eV): -72599.74930 -161951.17798 -127551.28200